DFT (ωB97M-V with the def2-TZVPD basis set) results for a structure of composition C50H40N4O3S6W at a distorted geometry.

```
104
Properties=species:S:1:pos:R:3:forces:R:3
W 0.641330 1.923743 0.632491 -0.3 -0.3 0.0
C -4.600744 -2.824110 5.507576 -0.2 1.4 0.6
C -3.835158 -2.266621 4.354964 0.3 -0.3 0.1
C -3.979787 -0.947457 3.981591 0.2 1.2 -0.7
C -3.213441 -0.372441 2.946320 -0.5 0.2 0.7
C -2.278635 -1.163366 2.310548 0.3 -0.5 -0.6
C -2.152440 -2.506607 2.626460 0.4 -0.5 0.4
C -2.912985 -3.047835 3.661865 0.6 -0.5 -0.5
S -1.184746 -0.684905 0.963892 -1.0 -0.4 0.8
O -1.090603 0.844490 1.190110 0.9 0.7 -0.1
C -2.393809 -0.800795 -0.340970 0.1 0.7 -0.8
C -3.384775 0.216254 -0.295297 -0.9 -0.8 -1.0
C -4.523170 0.099710 -1.044725 0.9 -0.6 0.1
C -4.834578 -1.171077 -1.632298 0.9 0.2 0.7
C -6.159580 -1.469976 -1.974624 0.6 0.4 -0.3
C -6.549683 -2.738137 -2.161440 -0.4 -1.5 0.0
C -5.634278 -3.805285 -1.967585 -0.7 0.2 0.4
C -4.333888 -3.544686 -1.693244 1.4 0.1 -0.3
C -3.851778 -2.197495 -1.618005 -0.3 0.0 0.3
C -2.471883 -1.842898 -1.265095 0.0 -0.7 0.1
C -1.265411 -2.574327 -1.736057 -1.0 -0.3 -0.4
C -1.275406 -3.831873 -2.514423 -0.2 0.7 0.5
C -2.245085 -4.053080 -3.495211 0.1 -0.7 -0.9
C -2.147005 -5.145839 -4.333000 -0.2 0.0 0.5
C -1.106649 -6.067918 -4.189100 -0.2 0.6 0.8
C -0.135159 -5.856022 -3.253002 0.1 0.1 -0.2
C -0.168916 -4.707428 -2.457438 0.5 0.5 0.4
C 0.999099 -4.256088 -1.757042 -0.5 0.4 -0.5
C 1.105660 -2.938300 -1.484524 1.0 -0.5 1.0
C 0.001664 -2.077365 -1.551248 0.3 0.9 0.0
S 0.378681 -0.338615 -1.761476 0.4 -0.2 0.4
O 1.020813 0.103604 -0.409170 -0.6 0.6 0.6
C 1.887390 -0.396910 -2.700001 -0.2 -0.1 -0.2
C 3.123335 -0.570687 -2.067701 0.1 0.0 -0.2
C 4.250214 -0.708857 -2.849101 -0.7 0.8 -1.4
C 4.142483 -0.617529 -4.262829 0.7 -1.2 -0.7
C 5.339088 -0.789289 -5.185822 0.0 -0.1 0.6
C 2.909137 -0.488351 -4.884494 -0.9 0.2 1.2
C 1.779736 -0.322950 -4.076726 0.0 -0.3 -0.4
H -5.500369 -2.241206 5.748684 0.3 0.0 -0.2
H -4.011084 -2.850562 6.424914 0.2 0.0 -0.1
H -4.916864 -3.796525 5.303004 -0.5 -1.7 -0.3
H -4.698515 -0.332528 4.527195 0.2 -0.1 -0.3
H -3.344991 0.678167 2.687980 0.1 -0.3 0.1
H -1.390311 -3.109855 2.109022 -0.5 0.2 0.3
H -2.730650 -4.097352 3.927560 -0.3 0.5 0.0
H -3.237110 1.105605 0.256267 0.3 0.5 0.6
H -5.223920 0.911658 -1.063425 -0.3 0.2 -0.1
H -6.828409 -0.655621 -2.076798 -0.7 0.6 0.1
H -7.588470 -2.951392 -2.353068 -0.1 -0.1 -0.2
H -5.970695 -4.834011 -1.911794 -0.1 0.1 -0.3
H -3.641124 -4.387294 -1.540104 -0.5 0.6 0.0
H -3.016635 -3.344824 -3.721929 -0.2 0.2 0.2
H -2.934986 -5.309552 -5.047430 0.0 0.0 -0.4
H -1.031872 -6.931435 -4.781766 -0.1 -0.9 -0.9
H 0.721898 -6.508528 -3.227846 0.1 -0.1 0.2
H 1.876787 -4.850740 -1.652555 0.3 -0.7 0.1
H 2.028980 -2.584795 -1.019119 -0.2 0.1 -0.5
H 3.217605 -0.592637 -0.991348 -0.2 -0.1 0.0
H 5.222764 -0.790026 -2.413312 0.4 -0.2 0.3
H 6.162125 -1.363123 -4.748245 -0.2 0.1 0.0
H 5.702766 0.191514 -5.426657 0.5 0.6 -0.1
H 5.087137 -1.223616 -6.149419 -0.3 -0.2 0.1
H 2.737117 -0.553942 -5.951541 0.5 0.2 0.0
H 0.813968 -0.204023 -4.555006 -0.1 0.0 0.1
S 1.857178 1.083668 2.502442 -0.3 0.6 0.2
C 2.096279 2.479710 3.557685 0.0 0.3 -0.9
C 2.818809 2.232275 4.764957 -0.1 0.5 0.0
N 3.373350 2.153733 5.767779 0.1 -0.2 0.0
C 1.731936 3.741349 3.173039 -0.4 -1.7 -0.4
S 0.797767 4.040966 1.708483 0.6 -0.6 0.2
C 2.030760 4.948601 3.810102 0.1 0.8 0.5
N 2.165872 6.050244 4.105096 0.2 0.2 0.3
S -1.143853 3.047538 -0.897005 0.3 -0.1 0.5
C -2.382787 3.615088 0.162402 0.0 -0.2 0.3
N -2.196450 3.766622 1.504155 -0.7 -0.3 -0.8
C -3.135808 4.239400 2.365071 0.7 0.0 -0.3
C -4.294366 4.664725 1.825259 -0.9 0.4 -0.6
C -4.418486 4.542961 0.407646 -0.6 0.2 1.0
N -3.562071 3.952767 -0.376325 0.7 0.2 -0.2
H -1.263881 3.535489 1.798106 0.4 0.0 0.7
H -2.855734 4.323146 3.410423 0.0 -0.1 -0.2
H -5.093039 5.115007 2.420542 0.4 -0.2 -0.3
H -5.278116 4.966091 -0.088410 -0.3 -0.1 0.0
C 7.142228 2.795765 3.878866 -0.3 -0.1 1.9
C 6.086598 2.771769 2.871561 -0.8 -0.6 -0.7
C 5.322092 3.887292 2.555186 0.4 -0.1 -0.2
C 4.521588 3.887051 1.429433 -0.1 0.2 0.4
C 4.391367 2.744794 0.649465 0.2 0.0 0.2
C 5.042222 1.576055 1.035188 -0.3 -0.3 0.0
C 5.826326 1.596160 2.177162 0.6 -1.1 -0.7
S 3.553914 2.658580 -0.877920 0.3 0.5 -0.1
C 3.625112 4.341986 -1.472826 -0.2 -0.2 0.0
O 2.020142 2.571146 -0.667248 -0.5 0.0 -0.1
H 7.076093 1.901387 4.526727 0.2 0.3 -0.3
H 7.007115 3.658143 4.536832 0.2 0.0 -0.1
H 8.126966 2.839411 3.448312 0.4 0.0 -0.3
H 5.454000 4.754191 3.180396 -0.2 0.4 -0.1
H 4.011110 4.792010 1.193708 -0.4 0.5 -0.2
H 4.881959 0.673746 0.424687 0.3 0.3 0.5
H 6.356798 0.673327 2.455654 -0.3 0.5 -0.1
H 3.256057 5.069247 -0.742864 -0.3 -0.4 -0.2
H 3.052437 4.287868 -2.401620 0.0 0.4 0.2
H 4.644336 4.584650 -1.689582 0.7 0.0 -0.2
```
Forces are in eV/Å.

Values from the calculation:
Multiplicity   3
Charge   +2
Expectation value of S²   2.0250
Energy relative to the best compared isomer or geometry (same formula, charge and spin)   0.0 kcal/mol
Energy   -131423.855 eV
E_HOMO (alpha / beta)   -0.4609 / -0.4613 Ha

=====

DFT (ωB97M-V with the def2-TZVPD basis set) results for a structure of composition C50H41N2P2SeSiTi at a distorted geometry.

```
98
Properties=species:S:1:pos:R:3:forces:R:3
Ti -0.100700 -0.260100 0.166300 -1.3 -1.2 -0.4
C 3.884300 -1.006600 -0.431300 -0.8 0.4 0.1
Si 2.461600 0.167700 0.131700 1.2 0.2 0.3
C 2.800500 1.892600 -0.636200 -0.5 -0.6 0.0
C 4.065700 2.269800 -1.066000 0.2 0.0 -0.1
C 4.325700 3.567600 -1.465100 0.1 0.0 0.0
C 3.315700 4.517000 -1.435000 0.0 0.1 0.0
C 2.041400 4.159200 -1.034500 0.0 0.0 0.1
C 1.779900 2.844000 -0.650800 0.0 -0.2 0.1
P 0.090500 2.334100 -0.172300 0.4 1.1 -0.7
C -0.871100 2.558100 -1.709900 -0.1 -0.2 0.3
C -0.307300 2.968900 -2.911900 0.1 0.1 0.2
C -1.108900 3.138000 -4.026300 -0.1 0.2 0.0
C -2.470900 2.901400 -3.951300 0.0 0.1 0.1
C -3.035500 2.474000 -2.759300 -0.1 0.1 0.0
C -2.239900 2.295900 -1.643600 0.2 0.1 0.2
C -0.402900 3.797800 0.813400 -0.1 -0.4 0.3
C -1.370900 4.713800 0.415700 0.0 -0.2 -0.1
C -1.604800 5.840500 1.185200 0.0 0.1 0.1
C -0.886300 6.057300 2.348400 0.0 0.0 0.0
C 0.066000 5.136700 2.757500 0.1 0.0 0.0
C 0.307500 4.010900 1.994500 0.0 -0.1 -0.1
C 2.881800 0.540100 1.994700 -0.4 -0.2 -0.5
C 4.200700 0.813400 2.350500 0.1 0.0 0.0
C 4.580700 0.948400 3.674200 0.1 0.0 -0.1
C 3.646000 0.791600 4.686300 -0.1 0.0 0.1
C 2.330700 0.523400 4.363100 0.0 0.1 0.1
C 1.942300 0.433300 3.026300 0.0 0.0 -0.2
P 0.226000 0.006700 2.627000 0.5 0.3 1.6
C -0.902700 1.265000 3.327600 0.0 -0.1 -0.3
C -0.632800 2.051100 4.444800 0.0 -0.1 0.0
C -1.579100 2.951200 4.905600 0.0 0.0 0.1
C -2.800300 3.079500 4.264200 0.1 0.0 -0.1
C -3.065400 2.322900 3.134500 -0.1 0.1 0.0
C -2.121000 1.429700 2.661200 0.1 -0.2 0.0
C 0.003200 -1.479700 3.660200 -0.2 -0.1 -0.3
C -1.140000 -1.705400 4.423300 0.1 0.2 -0.1
C -1.345700 -2.947000 5.001600 -0.1 -0.1 0.1
C -0.433300 -3.970500 4.801100 -0.1 0.0 0.0
C 0.723200 -3.740100 4.072100 0.0 0.0 0.0
C 0.949500 -2.497200 3.512000 0.1 0.1 0.1
H 4.854600 -0.620500 -0.134900 0.1 0.1 0.1
H 3.894000 -1.139000 -1.509600 0.0 0.0 -0.2
H 3.771500 -1.988400 0.021600 0.0 -0.1 0.1
H 4.858900 1.538500 -1.082900 0.2 -0.1 0.0
H 5.318000 3.842400 -1.789000 0.1 0.0 0.0
H 3.525400 5.534400 -1.727700 0.0 0.1 0.0
H 1.255700 4.902200 -1.020600 -0.1 0.0 0.0
H 0.752200 3.169900 -2.975300 0.0 0.0 0.0
H -0.666200 3.460000 -4.955700 0.0 0.0 -0.1
H -3.092800 3.047700 -4.820900 -0.1 0.0 -0.1
H -4.095600 2.281500 -2.700900 -0.1 0.0 0.0
H -2.680700 1.973700 -0.703600 0.0 0.0 -0.1
H -1.930900 4.566200 -0.496800 0.0 0.0 0.0
H -2.345100 6.559300 0.868700 -0.1 0.1 0.0
H -1.059700 6.947900 2.932300 0.0 0.1 0.1
H 0.625400 5.303500 3.665600 0.1 0.0 0.1
H 1.063600 3.293700 2.297500 0.0 0.0 0.1
H 4.951700 0.900000 1.577400 0.1 0.0 0.0
H 5.614700 1.142600 3.919800 0.1 0.0 0.0
H 3.946700 0.862700 5.720900 0.0 0.0 0.1
H 1.612800 0.342900 5.150800 0.0 0.0 0.1
H 0.314600 1.982300 4.958200 0.0 0.0 0.0
H -1.367800 3.554100 5.776600 0.1 0.0 0.1
H -3.538100 3.774600 4.636900 0.0 0.0 0.0
H -4.014100 2.428200 2.629100 -0.1 0.0 -0.1
H -2.351600 0.837000 1.774000 0.0 0.1 0.2
H -1.867800 -0.915100 4.558500 0.0 0.0 0.0
H -2.228800 -3.123200 5.598800 -0.1 0.0 0.0
H -0.627600 -4.952400 5.203700 0.0 -0.1 0.1
H 1.440400 -4.534500 3.928000 0.1 0.0 0.0
H 1.859600 -2.315500 2.950200 -0.1 0.0 0.1
N 0.030300 -0.431700 -2.046800 0.6 0.0 -0.1
C -1.026200 -0.332500 -3.019100 -0.5 0.1 -0.3
C -0.666200 0.071300 -4.299000 0.0 -0.1 0.1
C -1.594900 0.126800 -5.319600 0.0 -0.2 0.1
C -2.907100 -0.208300 -5.036300 0.0 0.0 -0.1
C -3.271700 -0.582900 -3.759400 0.1 -0.1 0.1
C -2.352500 -0.672200 -2.710800 0.3 0.1 -0.4
C -2.767700 -1.122400 -1.367300 -0.2 -0.2 0.2
C -4.076700 -1.580000 -1.153200 0.2 0.2 -0.2
C -4.483800 -2.085900 0.064700 0.0 0.0 0.2
C -3.604700 -2.125600 1.131800 0.0 0.2 0.1
C -2.319600 -1.641600 0.945300 0.2 0.1 0.4
C -1.873700 -1.142100 -0.281600 -0.3 0.0 -0.4
H 0.870900 -0.007800 -2.457400 -0.3 -0.2 0.2
H 0.235700 -1.438300 -1.928300 0.1 0.4 0.0
H 0.365200 0.344900 -4.488200 0.0 0.0 0.0
H -1.292400 0.414200 -6.314900 0.0 0.1 -0.1
H -3.658000 -0.177400 -5.808700 -0.1 0.0 -0.1
H -4.307000 -0.808900 -3.573300 -0.1 0.0 -0.1
H -4.809100 -1.558900 -1.944800 0.0 -0.1 -0.1
H -5.487300 -2.467700 0.178900 -0.1 0.0 0.0
H -3.904300 -2.540400 2.084500 0.0 0.0 0.0
H -1.638900 -1.720000 1.800600 -0.1 0.0 -0.2
Se 0.858200 -2.654000 0.212400 1.2 0.8 -0.2
C -0.490800 -3.835200 0.441800 -0.4 -0.1 0.1
N -1.326400 -4.605100 0.610500 -0.3 -0.4 0.1
```
Forces are in eV/Å.

Values from the calculation:
Charge   +1
Energy relative to the best compared isomer or geometry (same formula, charge and spin)   33.9 kcal/mol
Energy   -170408.479 eV
E_HOMO   -0.3939 Ha